The following is a DFT calculation (ωB97M-V/def2-TZVPD) of a cluster of 2 separate species, CH6NPS in total in a non-equilibrium geometry.

The value obtained for the energy is -835.73843 Eh. As for the HOMO energy: -7.9 eV. The relative energy (zero: lowest compared OMol25 entry of this formula, charge and spin) comes out at 165.5 kcal per mole. The calculation puts the orbital gap at 8.026 eV.

The geometry in XYZ format:
```
10
Properties=species:S:1:pos:R:3:lowdin_charge:R:1
C 1.1084 0.8766 -0.3669 -0.383
N -0.4735 0.0014 1.3756 -0.409
P -1.8319 -0.9416 -1.0890 0.373
S 0.0033 -0.4268 -0.1703 0.349
H 1.3404 1.3275 -1.4134 0.055
H 2.0180 0.4434 -0.0628 -0.031
H 0.3030 1.1863 1.1944 0.198
H -1.5467 0.1574 1.4951 0.040
H -1.1119 -0.9682 -2.3255 -0.243
H 0.6742 -1.6382 0.2778 0.051
```